Below is 3 unconnected molecules or ions with the total composition C54H43Br2F3NO8P at a distorted geometry, with properties calculated with ωB97M-V with the def2-TZVPD basis set.

```
112
Properties=species:S:1:pos:R:3:forces:R:3
C 5.04606 -1.68044 0.51244 0.01 -0.08 0.62
C 4.36633 -1.22652 1.77507 -0.37 0.21 0.14
Br 4.75975 -2.16415 3.36286 0.20 -0.07 -0.15
C 3.50685 -0.21265 1.80181 -0.32 0.01 0.41
Br 2.62411 0.39114 3.37040 0.10 -0.05 -0.13
C 3.12883 0.53191 0.58915 0.63 -0.02 0.36
C 3.92873 1.43444 0.02887 -0.33 -0.40 -0.33
C 3.35823 2.15438 -1.14646 0.15 -0.29 0.56
O 3.35280 3.35548 -1.14874 -0.09 0.55 -0.33
C 2.67786 1.26041 -2.13436 0.08 0.17 -0.45
C 2.86740 1.33747 -3.51833 -0.61 -0.29 -0.06
C 3.81634 2.22432 -4.30509 -0.09 0.20 0.35
C 4.50568 3.45533 -3.72749 0.49 0.19 -0.49
C 5.79719 3.20709 -2.95158 -0.05 -0.05 0.05
C 6.87670 2.50049 -3.75524 0.29 0.11 0.47
N 8.01069 2.13306 -2.90401 -0.11 -0.33 -0.36
C 8.44285 2.71568 -1.74243 0.30 -0.18 -0.06
C 9.54559 2.01918 -1.29517 -0.37 0.24 0.00
C 9.78274 0.97195 -2.20994 -0.28 0.16 -0.17
C 8.81748 1.06736 -3.18880 0.72 -0.18 0.54
C 2.09105 0.43365 -4.30104 0.37 -0.61 0.08
P 2.09584 0.40156 -6.14996 -0.45 0.59 -0.51
C 1.69027 -1.35818 -6.52183 0.36 -0.02 0.22
O 3.66094 0.45693 -6.67880 0.10 -0.23 0.50
C 1.20360 -0.45003 -3.69371 0.24 0.29 0.25
C 1.05047 -0.54738 -2.31058 0.11 0.46 0.19
C 0.09617 -1.57603 -1.76774 0.12 -0.27 -0.36
C -1.35787 -1.26701 -2.07651 -0.13 -0.06 0.55
O -1.79318 -0.11946 -1.35408 -0.06 0.24 -0.28
C -1.98664 1.03002 -2.14454 0.13 -0.75 0.36
C -3.34012 1.00830 -2.85599 0.15 0.39 0.15
F -4.22607 0.23339 -2.22664 0.06 -0.19 0.03
F -3.85786 2.24815 -2.91245 0.00 0.07 -0.09
F -3.24676 0.56990 -4.12351 -0.02 -0.19 -0.18
C 1.81560 0.31806 -1.53187 -0.12 0.03 -0.35
C 1.79729 0.26354 -0.03246 0.59 0.19 -0.70
O 0.82941 0.00027 0.61550 -0.77 -0.35 0.55
H 5.39793 -2.69464 0.65499 0.09 -0.14 -0.16
H 5.89701 -1.03111 0.32859 0.19 -0.03 -0.22
H 4.35924 -1.64344 -0.32516 -0.02 0.04 -0.20
H 4.90248 1.68933 0.41609 0.05 0.24 0.14
H 3.27300 2.54632 -5.19074 -0.18 0.05 -0.09
H 4.59130 1.58108 -4.70704 0.07 -0.16 -0.09
H 3.83751 4.11053 -3.18773 -0.15 -0.11 0.27
H 4.81477 4.05322 -4.59009 -0.04 -0.05 -0.19
H 6.18512 4.17891 -2.65408 0.02 0.12 0.15
H 5.64875 2.64724 -2.03129 -0.12 -0.10 0.07
H 7.21651 3.13402 -4.57467 0.03 0.06 -0.09
H 6.53121 1.56248 -4.17857 -0.16 -0.05 -0.11
H 7.95259 3.56952 -1.31947 -0.10 0.14 0.02
H 10.09423 2.23358 -0.39715 0.08 0.06 0.09
H 10.56526 0.24034 -2.14890 0.08 -0.15 -0.07
H 8.70226 0.42024 -4.03777 -0.33 0.14 -0.24
H 0.73870 -1.43367 -7.03395 -0.21 -0.05 0.06
H 2.46072 -1.71776 -7.20028 0.02 0.07 -0.20
H 1.72009 -2.00347 -5.64894 -0.11 -0.13 0.02
H 4.22197 -0.19526 -6.23848 0.08 -0.01 -0.13
H 0.60167 -1.11383 -4.29666 -0.03 -0.05 -0.07
H 0.20408 -1.73524 -0.70432 0.02 0.14 0.18
H 0.32949 -2.52947 -2.24889 -0.01 -0.08 -0.07
H -1.53766 -1.15985 -3.14506 0.03 0.09 -0.17
H -1.96066 -2.10211 -1.72519 -0.13 -0.08 -0.04
H -1.18956 1.09650 -2.88311 -0.03 0.37 -0.22
H -1.97350 1.88845 -1.48290 0.03 0.12 0.07
C -2.66274 -2.50078 5.68075 0.04 0.00 -0.02
C -1.80589 -2.13449 4.64751 -0.03 -0.02 0.04
C -0.57228 -2.74900 4.51731 -0.06 0.08 -0.07
C -0.18633 -3.72667 5.42626 -0.03 -0.04 0.10
C -1.03746 -4.07942 6.47570 0.09 -0.02 -0.04
C -2.28008 -3.46959 6.59304 -0.10 0.09 -0.03
C -0.62521 -5.09263 7.48740 -0.13 -0.03 0.13
O -1.36471 -5.40615 8.39663 0.02 0.00 -0.02
C 0.72792 -5.70590 7.35578 0.02 0.06 -0.09
C 1.15641 -6.61354 8.31608 0.08 -0.10 0.07
C 2.40450 -7.20158 8.20314 0.01 0.02 -0.05
C 3.22825 -6.89165 7.12574 -0.04 0.00 0.03
C 2.80810 -5.98484 6.16793 0.12 -0.08 0.04
C 1.56142 -5.38333 6.28304 -0.09 0.02 0.05
C 1.13757 -4.38760 5.25869 0.05 0.11 -0.15
O 1.84948 -4.11507 4.31560 0.07 -0.07 -0.01
H -3.62950 -2.02427 5.77558 0.00 0.00 0.00
H -2.10248 -1.36892 3.94274 0.00 0.00 -0.01
H 0.09708 -2.47100 3.71446 0.06 -0.05 0.02
H -2.93941 -3.75426 7.40116 0.07 -0.06 0.04
H 0.51025 -6.85301 9.14913 -0.08 0.05 -0.04
H 2.73824 -7.90488 8.95460 0.00 -0.01 0.00
H 4.20090 -7.35729 7.03657 0.00 0.00 0.00
H 3.44433 -5.73626 5.32964 -0.06 0.07 -0.04
C -9.72995 3.88075 3.49131 -0.02 0.02 -0.03
C -10.63320 4.65689 2.77234 0.03 -0.04 0.01
C -10.66306 4.58744 1.39016 -0.07 0.06 0.11
C -9.78276 3.74827 0.71899 0.09 -0.06 0.00
C -8.86330 2.98376 1.43966 -0.04 0.03 -0.09
C -8.84693 3.04684 2.82723 -0.03 0.05 0.13
C -7.88070 2.10678 0.74090 0.12 -0.11 0.09
O -7.08684 1.43815 1.36917 -0.02 0.02 -0.01
C -7.89755 2.08134 -0.74883 -0.06 0.05 0.03
C -6.95578 1.31094 -1.41969 -0.04 0.00 -0.21
C -6.96725 1.26778 -2.80538 -0.21 0.08 0.03
C -7.92326 1.98261 -3.51920 0.03 -0.02 0.04
C -8.85944 2.75517 -2.85374 0.04 -0.02 -0.15
C -8.84558 2.81453 -1.46738 0.04 -0.03 0.13
C -9.84141 3.67389 -0.76854 -0.13 0.09 -0.10
O -10.67514 4.29872 -1.39046 0.03 -0.01 0.01
H -9.71369 3.93101 4.57204 0.00 0.00 0.00
H -11.31552 5.31556 3.29320 -0.01 0.00 0.00
H -11.36602 5.18374 0.82530 0.02 -0.04 -0.09
H -8.13928 2.44432 3.37947 0.05 -0.03 -0.08
H -6.21991 0.75575 -0.85775 -0.03 0.01 0.10
H -6.23734 0.67689 -3.33422 0.01 -0.05 -0.03
H -7.93255 1.94032 -4.60047 0.00 0.00 -0.01
H -9.60080 3.31716 -3.40458 -0.03 0.04 0.08
```
Forces are in eV/Å.

HOMO-LUMO gap (hartree): 0.269
LUMO level (eV): -1.04
Charge: 0

Atom charges from the Löwdin analysis, given in e for atoms 1 to 99: number 1, C, carries -0.100; number 2, C, carries -0.754; number 3, Br, carries 0.760; number 4, C, carries -0.699; number 5, Br, carries 0.776; number 6, C, carries -0.216; number 7, C, carries 0.092; number 8, C, carries -0.332; number 9, O, carries 0.133; number 10, C, carries -0.016; number 11, C, carries -0.107; number 12, C, carries -0.145; number 13, C, carries -0.180; number 14, C, carries -0.182; number 15, C, carries -0.130; number 16, N, carries -0.119; number 17, C, carries -0.102; number 18, C, carries -0.104; number 19, C, carries -0.105; number 20, C, carries -0.110; number 21, C, carries -0.280; number 22, P, carries 0.906; number 23, C, carries -0.263; number 24, O, carries -0.335; number 25, C, carries -0.060; number 26, C, carries -0.141; number 27, C, carries -0.101; number 28, C, carries -0.183; number 29, O, carries -0.102; number 30, C, carries -0.076; number 31, C, carries -0.597; number 32, F, carries 0.144; number 33, F, carries 0.136; number 34, F, carries 0.133; number 35, C, carries -0.020; number 36, C, carries -0.291; number 37, O, carries 0.136; number 38, H, carries 0.062; number 39, H, carries 0.088; number 40, H, carries 0.079; number 41, H, carries 0.145; number 42, H, carries 0.095; number 43, H, carries 0.089; number 44, H, carries 0.103; number 45, H, carries 0.119; number 46, H, carries 0.119; number 47, H, carries 0.097; number 48, H, carries 0.134; number 49, H, carries 0.110; number 50, H, carries 0.108; number 51, H, carries 0.088; number 52, H, carries 0.087; number 53, H, carries 0.109; number 54, H, carries 0.035; number 55, H, carries 0.038; number 56, H, carries 0.028; number 57, H, carries 0.060; number 58, H, carries 0.095; number 59, H, carries 0.112; number 60, H, carries 0.130; number 61, H, carries 0.120; number 62, H, carries 0.133; number 63, H, carries 0.134; number 64, H, carries 0.146; number 65, C, carries -0.055; number 66, C, carries -0.051; number 67, C, carries 0.001; number 68, C, carries -0.081; number 69, C, carries -0.084; number 70, C, carries -0.003; number 71, C, carries -0.277; number 72, O, carries 0.105; number 73, C, carries -0.082; number 74, C, carries -0.003; number 75, C, carries -0.058; number 76, C, carries -0.058; number 77, C, carries -0.002; number 78, C, carries -0.081; number 79, C, carries -0.276; number 80, O, carries 0.081; number 81, H, carries 0.108; number 82, H, carries 0.110; number 83, H, carries 0.116; number 84, H, carries 0.120; number 85, H, carries 0.120; number 86, H, carries 0.107; number 87, H, carries 0.107; number 88, H, carries 0.119; number 89, C, carries -0.058; number 90, C, carries -0.058; number 91, C, carries -0.003; number 92, C, carries -0.083; number 93, C, carries -0.082; number 94, C, carries -0.003; number 95, C, carries -0.276; number 96, O, carries 0.107; number 97, C, carries -0.078; number 98, C, carries 0.003; number 99, C, carries -0.058